Record 1
Below is C43H68MnN4O7SSbSi3 as an isolated structure, with properties calculated with ωB97M-V/def2-TZVPD.

Strongest force on any atom in eV/Å: 0.43
Frontier orbital gap (alpha / beta) in eV: 7.389 / 7.701
Relative energy (zero: lowest compared OMol25 entry of this formula, charge and spin) in kcal per mole: 0.00
Energy in Ha: -5082.8332

```
! RIJCOSX wB97M-V def2-TZVPD def2/J DEFGRID3
* xyz 1 6
Mn -0.499 1.408 -1.011
C -4.392 4.140 -0.078
Si -2.750 3.403 -0.612
C -1.435 4.218 0.495
C -2.456 4.068 -2.366
C -2.614 1.543 -0.559
Si -3.229 0.838 1.049
C -2.597 1.779 2.560
C -2.668 -0.964 1.306
C -5.105 0.819 1.197
Si -3.403 0.695 -1.998
C -3.618 -1.160 -1.777
C -5.040 1.379 -2.613
C -2.168 0.773 -3.463
C -2.564 0.623 -4.788
C -1.624 0.620 -5.805
C -0.286 0.771 -5.477
C 0.046 0.917 -4.145
N -0.858 0.916 -3.162
H -4.368 5.227 -0.179
H -4.637 3.913 0.960
H -5.207 3.767 -0.702
H -1.245 5.241 0.155
H -0.472 3.700 0.542
H -1.787 4.291 1.525
H -2.287 5.147 -2.320
H -3.334 3.919 -2.997
H -1.624 3.609 -2.907
H -1.507 1.852 2.606
H -2.934 1.244 3.452
H -2.996 2.792 2.624
H -1.937 -1.308 0.569
H -3.519 -1.641 1.212
H -2.260 -1.118 2.311
H -5.523 1.826 1.161
H -5.406 0.368 2.146
H -5.578 0.239 0.400
H -4.346 -1.426 -1.010
H -2.663 -1.624 -1.518
H -3.958 -1.596 -2.720
H -5.735 1.489 -1.778
H -5.505 0.698 -3.329
H -4.947 2.354 -3.093
H -3.616 0.515 -5.018
H -1.928 0.508 -6.837
H 0.489 0.774 -6.229
H 1.082 1.050 -3.861
O 0.202 0.582 1.053
H -0.532 0.126 1.490
H 0.884 -0.097 0.928
O 1.685 0.815 -1.117
H 2.083 1.475 -0.491
H 2.130 0.908 -1.966
O 0.631 3.256 -1.789
H 1.456 3.479 -1.340
H 0.157 4.084 -1.941
C -1.987 -4.424 -0.187
C -0.750 -5.163 -0.629
C -0.736 -6.556 -0.558
C 0.375 -7.287 -0.944
C 1.507 -6.633 -1.409
C 1.510 -5.250 -1.476
C 0.395 -4.510 -1.091
Sb 0.532 -2.374 -1.190
C 2.248 -2.407 0.130
C 3.557 -2.560 -0.337
C 4.630 -2.683 0.530
C 4.412 -2.653 1.901
C 3.121 -2.528 2.380
C 2.030 -2.419 1.515
C 0.661 -2.385 2.150
C 1.449 -2.140 -3.113
C 2.615 -1.400 -3.306
C 3.122 -1.164 -4.577
C 2.449 -1.659 -5.682
C 1.269 -2.365 -5.506
C 0.747 -2.606 -4.237
C -0.554 -3.351 -4.108
H -2.857 -5.079 -0.209
H -2.203 -3.565 -0.824
H -1.883 -4.053 0.836
H -1.618 -7.073 -0.200
H 0.356 -8.368 -0.883
H 2.379 -7.195 -1.716
H 2.399 -4.741 -1.835
H 3.752 -2.628 -1.398
H 5.629 -2.815 0.135
H 5.239 -2.742 2.594
H 2.947 -2.506 3.448
H 0.429 -3.360 2.585
H -0.142 -2.156 1.448
H 0.622 -1.654 2.961
H 3.160 -1.013 -2.453
H 4.044 -0.609 -4.700
H 2.836 -1.494 -6.679
H 0.733 -2.736 -6.371
H -1.038 -3.463 -5.077
H -1.256 -2.821 -3.454
H -0.404 -4.345 -3.684
C -0.074 0.774 6.278
C 1.300 0.772 6.927
S 2.640 0.788 5.760
O 2.374 -0.195 4.731
O 3.883 0.732 6.479
C 2.536 2.387 4.967
C 3.754 2.568 4.049
N 3.347 2.981 2.705
C 3.247 2.140 1.650
N 2.693 2.746 0.603
C 2.443 4.030 0.990
C 2.843 4.188 2.277
N 2.708 5.352 3.097
O 2.334 6.363 2.544
O 2.963 5.240 4.285
C 3.685 0.724 1.691
H -0.836 0.651 7.045
H -0.164 -0.047 5.568
H -0.277 1.712 5.761
H 1.488 -0.134 7.507
H 1.465 1.621 7.592
H 2.481 3.167 5.723
H 1.611 2.383 4.389
H 4.291 1.630 3.925
H 4.443 3.297 4.462
H 1.979 4.778 0.369
H 4.764 0.652 1.846
H 3.456 0.230 0.750
H 3.205 0.181 2.506
*
```

These are the Löwdin partial charges, in e, on atoms 1 to 8: Mn 0.835; C -0.166; Si 0.368; C -0.178; C -0.170; C -0.536; Si 0.380; C -0.176

=====

Record 2
Below is an isolated molecule of C3H7N3S at a distorted geometry, with properties calculated with ωB97M-V/def2-TZVPD.

Strongest force on any atom in eV/Å: 4.26
Frontier orbital gap in eV: 8.943
Relative energy (zero: lowest compared OMol25 entry of this formula, charge and spin) in kcal per mole: 74.02
Energy in Ha: -680.8643

```
! RIJCOSX wB97M-V def2-TZVPD def2/J DEFGRID3
* xyz 0 1
C 2.284 -0.946 0.821
C 1.387 0.215 1.053
C -2.363 0.829 0.017
H 3.151 -0.578 0.136
H 1.906 -1.793 0.271
H 2.832 -1.281 1.872
H 1.710 1.006 1.765
H -3.218 1.094 0.603
H -1.996 -0.612 -2.764
H -0.711 -0.177 -1.638
N 0.255 0.350 0.346
N -2.705 0.238 -1.104
N -1.667 0.037 -1.995
S -0.867 1.616 0.615
*
```

These are the Löwdin partial charges, in e, on atoms 1 to 8: C -0.120; C -0.298; C -0.511; H 0.098; H 0.054; H 0.130; H 0.106; H 0.032

=====

Record 3
Below is an isolated molecule of C9H6N2S2 at a distorted geometry, with properties calculated with ωB97M-V/def2-TZVPD.

Strongest force on any atom in eV/Å: 3.89
Frontier orbital gap in eV: 9.507
Relative energy (zero: lowest compared OMol25 entry of this formula, charge and spin) in kcal per mole: 0.00
Energy in Ha: -1252.4068

```
! RIJCOSX wB97M-V def2-TZVPD def2/J DEFGRID3
* xyz 0 1
C -1.527 -3.215 -0.697
C 1.862 2.094 1.205
C 0.729 2.476 1.933
C 1.875 1.113 0.230
C -0.452 1.932 1.548
C 0.661 0.419 -0.041
C -0.442 0.853 0.675
C -0.791 -0.913 -0.847
C -1.438 -2.135 -1.640
N -1.511 -4.049 0.109
N 0.421 -0.565 -0.873
S -1.863 0.022 0.104
S -0.798 -2.456 -3.285
H 2.774 2.599 1.357
H 0.845 3.140 2.729
H 2.809 0.891 -0.157
H -1.241 1.973 2.259
H -2.412 -1.852 -1.676
H 0.499 -2.327 -2.934
*
```

These are the Löwdin partial charges, in e, on atoms 1 to 8: C -0.267; C -0.075; C -0.073; C 0.025; C -0.100; C -0.324; C -0.445; C -0.599

=====

Record 4
Below is C42H46N5O6Pt as an isolated structure, with properties calculated with ωB97M-V/def2-TZVPD.

Strongest force on any atom in eV/Å: 0.84
Frontier orbital gap in eV: 7.518
Relative energy (zero: lowest compared OMol25 entry of this formula, charge and spin) in kcal per mole: 7.83
Energy in Ha: -2472.5896

```
! RIJCOSX wB97M-V def2-TZVPD def2/J DEFGRID3
* xyz -1 1
Pt -0.561 -0.103 -0.343
O 1.317 -0.975 -0.815
N 2.227 -1.835 -0.605
N 2.332 -2.269 0.581
O -0.024 -2.947 1.738
C 3.432 -3.145 0.746
C 4.567 -3.139 -0.067
C 5.605 -4.020 0.186
C 5.541 -4.912 1.250
C 4.421 -4.908 2.069
C 3.376 -4.030 1.821
H 4.620 -2.436 -0.886
H 6.482 -4.003 -0.451
H 6.360 -5.593 1.444
H 4.358 -5.592 2.907
H 2.499 -4.019 2.458
C -2.081 2.847 3.621
C -1.726 3.815 2.505
C -1.854 5.269 2.921
O -2.577 3.550 1.392
C -1.756 3.212 0.266
C -0.508 2.694 0.965
O -0.400 3.606 2.058
C 0.764 2.557 0.113
O 0.540 1.503 -0.777
C 1.948 2.284 1.067
C 2.892 3.251 1.402
C 3.937 2.964 2.272
C 4.061 1.699 2.825
C 3.124 0.727 2.501
C 2.080 1.020 1.638
C 1.047 3.795 -0.751
C 1.490 3.606 -2.056
C 1.753 4.691 -2.880
C 1.571 5.987 -2.418
C 1.130 6.186 -1.117
C 0.877 5.099 -0.290
C -2.452 2.224 -0.709
O -2.296 0.906 -0.295
C -3.973 2.467 -0.802
C -4.597 3.675 -0.510
C -5.964 3.833 -0.699
C -6.736 2.789 -1.185
C -6.119 1.585 -1.501
C -4.754 1.434 -1.316
C -1.963 2.504 -2.154
C -1.595 1.469 -3.002
C -1.203 1.723 -4.309
C -1.187 3.019 -4.801
C -1.589 4.058 -3.974
C -1.979 3.799 -2.670
H -3.138 2.944 3.872
H -1.477 3.054 4.505
H -1.895 1.825 3.291
H -2.832 5.453 3.365
H -1.733 5.906 2.044
H -1.079 5.513 3.648
H -1.500 4.125 -0.273
H -0.703 1.692 1.357
H 2.829 4.242 0.973
H 4.662 3.734 2.508
H 4.882 1.469 3.493
H 3.209 -0.274 2.907
H 1.375 0.242 1.385
H 1.595 2.593 -2.418
H 2.087 4.520 -3.896
H 1.768 6.833 -3.065
H 0.981 7.191 -0.741
H 0.540 5.263 0.726
H -4.022 4.500 -0.115
H -6.428 4.782 -0.455
H -7.803 2.914 -1.326
H -6.702 0.765 -1.903
H -4.265 0.509 -1.588
H -1.590 0.453 -2.632
H -0.896 0.897 -4.940
H -0.868 3.218 -5.817
H -1.592 5.078 -4.340
H -2.305 4.628 -2.054
C -2.102 -4.795 1.465
N -1.695 -3.845 0.426
C -0.284 -3.559 0.501
C -2.495 -2.742 0.202
N -2.060 -1.544 0.005
N -3.855 -3.010 0.201
C -4.799 -1.916 0.271
C -4.361 -4.200 -0.456
H -1.667 -4.508 2.424
H -1.744 -5.790 1.195
H -3.181 -4.827 1.570
H 0.263 -4.504 0.398
H 0.882 -2.562 1.652
H -0.030 -2.912 -0.337
H -2.821 -0.910 -0.230
H -4.447 -1.145 0.955
H -5.748 -2.300 0.647
H -4.983 -1.453 -0.707
H -3.538 -4.820 -0.799
H -4.963 -3.918 -1.327
H -4.994 -4.791 0.214
*
```

These are the Löwdin partial charges, in e, on atoms 1 to 8: Pt 1.146; O -0.303; N -0.098; N 0.006; O -0.084; C -0.261; C -0.038; C -0.104

=====

Record 5
Below is C31H21CaN5O2S as an isolated structure, with properties calculated with ωB97M-V/def2-TZVPD.

Strongest force on any atom in eV/Å: 0.18
Frontier orbital gap in eV: 6.130
Relative energy (zero: lowest compared OMol25 entry of this formula, charge and spin) in kcal per mole: 7.89
Energy in Ha: -2694.2278

```
! RIJCOSX wB97M-V def2-TZVPD def2/J DEFGRID3
* xyz -2 1
Ca 0.146 0.130 -1.107
C -3.626 -2.431 -2.520
C -2.464 -1.633 -2.482
N -1.567 -1.752 -1.533
C -1.739 -2.663 -0.543
C -2.883 -3.493 -0.490
C -3.830 -3.346 -1.529
C -3.052 -4.413 0.573
C -2.087 -4.468 1.544
C -0.938 -3.670 1.505
C -0.703 -2.749 0.473
N 0.328 -1.888 0.371
C 1.489 -2.052 1.066
C 2.095 -3.268 1.369
C 3.339 -3.341 2.011
C 4.019 -2.217 2.394
C 3.453 -0.951 2.114
C 4.093 0.257 2.472
C 3.495 1.449 2.194
C 2.257 1.438 1.521
N 1.646 0.345 1.148
C 2.208 -0.856 1.450
H -4.337 -2.298 -3.326
H -2.269 -0.886 -3.245
H -4.719 -3.969 -1.517
H -3.936 -5.040 0.607
H -2.211 -5.150 2.380
H -0.221 -3.742 2.311
H 1.603 -4.181 1.061
H 3.772 -4.319 2.197
H 4.985 -2.273 2.881
H 5.064 0.213 2.954
H 3.961 2.393 2.446
H 1.773 2.377 1.271
C 2.170 4.455 -1.031
C 1.368 5.213 -0.190
C 0.148 4.710 0.218
C -0.270 3.443 -0.218
N 0.537 2.708 -0.998
C 1.708 3.202 -1.396
C -1.578 2.848 0.178
C -2.591 3.700 0.644
C -3.811 3.182 1.041
C -4.012 1.806 0.968
C -3.002 0.986 0.483
C -1.745 1.453 0.057
H 3.136 4.801 -1.373
H 1.697 6.188 0.156
H -0.473 5.278 0.895
H 2.307 2.543 -2.014
H -2.451 4.777 0.675
H -4.599 3.842 1.391
H -4.964 1.383 1.279
H -3.212 -0.083 0.428
S 5.421 0.376 -1.615
C 3.774 0.192 -1.663
N 2.613 0.093 -1.687
O -1.273 0.044 -5.328
C -0.337 0.336 -4.571
O -0.376 0.514 -3.323
H 0.674 0.456 -5.030
*
```

These are the Löwdin partial charges, in e, on atoms 1 to 8: Ca 1.246; C -0.058; C -0.114; N 0.055; C -0.160; C -0.182; C -0.043; C -0.101

=====

Record 6
Below is C22H16CuN4PS3Sb as an isolated structure, with properties calculated with ωB97M-V/def2-TZVPD.

Strongest force on any atom in eV/Å: 0.28
Frontier orbital gap in eV: 7.226
Relative energy (zero: lowest compared OMol25 entry of this formula, charge and spin) in kcal per mole: 0.83
Energy in Ha: -4483.8142

```
! RIJCOSX wB97M-V def2-TZVPD def2/J DEFGRID3
* xyz -1 1
Cu -1.408 2.040 0.201
S -0.632 4.346 -0.064
Sb -1.391 4.490 2.097
S -3.777 3.979 1.940
S -2.542 2.306 2.315
N -0.027 0.282 -2.639
C -0.207 -0.933 -2.000
C -0.472 -2.074 -2.767
C -0.570 -3.317 -2.177
C -0.404 -3.465 -0.804
C -0.152 -2.341 -0.036
C -0.058 -1.071 -0.606
P 0.220 0.427 0.393
C 0.300 -0.217 2.101
C -0.904 -0.578 2.707
C -0.926 -1.056 4.007
C 0.259 -1.168 4.725
C 1.459 -0.806 4.133
C 1.482 -0.337 2.825
C 1.962 0.834 0.032
C 2.865 -0.117 -0.439
C 4.190 0.227 -0.659
C 4.623 1.523 -0.410
C 3.727 2.476 0.050
C 2.398 2.136 0.264
H -0.265 1.103 -2.097
H -0.443 0.319 -3.561
H -0.624 -1.956 -3.833
H -0.787 -4.180 -2.795
H -0.478 -4.439 -0.337
H -0.029 -2.450 1.034
H -1.831 -0.484 2.152
H -1.869 -1.330 4.461
H 0.243 -1.532 5.744
H 2.385 -0.887 4.688
H 2.425 -0.059 2.372
H 2.523 -1.125 -0.641
H 4.884 -0.516 -1.032
H 5.658 1.791 -0.586
H 4.055 3.493 0.229
H 1.686 2.889 0.585
N -2.711 1.465 -1.225
C -3.330 0.914 -2.031
C -3.984 0.256 -3.077
C -5.357 -0.064 -3.014
N -6.480 -0.330 -2.968
C -3.192 -0.098 -4.188
N -2.490 -0.365 -5.070
*
```

These are the Löwdin partial charges, in e, on atoms 1 to 8: Cu -0.410; S -0.146; Sb 0.412; S -0.136; S -0.080; N 0.123; C -0.332; C -0.039

=====

Record 7
Below is a 8-piece molecular cluster, C5H28N2O8 overall at a distorted geometry, with properties calculated with ωB97M-V/def2-TZVPD.

Strongest force on any atom in eV/Å: 5.38
Frontier orbital gap in eV: 8.445
Relative energy (zero: lowest compared OMol25 entry of this formula, charge and spin) in kcal per mole: 94.04
Energy in Ha: -918.6158

```
! RIJCOSX wB97M-V def2-TZVPD def2/J DEFGRID3
* xyz 0 1
C 0.867 1.220 0.617
N 0.065 0.000 0.361
C 0.133 -0.577 -1.034
C -1.030 -0.241 -1.934
C -1.861 1.026 -1.746
O -2.685 0.721 -0.606
C 0.465 1.480 2.052
N -0.424 2.702 2.049
H 0.644 2.141 0.074
H 1.935 0.974 0.382
H -0.874 0.174 0.644
H 1.123 -0.344 -1.348
H -0.047 -1.688 -0.792
H -0.566 -0.049 -2.994
H -1.716 -1.051 -2.182
H -2.380 1.393 -2.627
H -1.254 1.933 -1.526
H -2.902 -0.256 -0.766
H 1.519 1.646 2.591
H 0.176 0.619 2.641
H -1.225 2.362 1.458
H -0.815 2.753 2.987
H 2.162 1.802 -3.685
H 1.064 0.545 -3.407
O 1.413 1.409 -3.246
H 3.083 -0.923 0.154
H 3.935 -1.608 -0.846
O 2.997 -1.526 -0.574
H 0.699 -2.936 1.307
H 0.370 -4.291 0.511
O 0.045 -3.640 1.130
H 1.247 3.954 0.126
H 2.236 4.098 -0.941
O 2.196 4.099 0.025
H -1.498 -3.360 -1.495
H -1.882 -3.054 -0.025
O -1.925 -2.707 -0.946
H 0.949 -0.964 2.177
H 0.912 -2.323 2.870
O 1.474 -1.672 2.448
H -3.410 -0.735 1.766
H -2.698 -1.932 2.434
O -2.518 -1.174 1.915
*
```

These are the Löwdin partial charges, in e, on atoms 1 to 8: C -0.230; N -0.063; C -0.190; C -0.195; C -0.240; O -0.115; C -0.280; N 0.010

=====

Record 8
Below is C8H6 as an isolated structure at a distorted geometry, with properties calculated with ωB97M-V/def2-TZVPD.

Strongest force on any atom in eV/Å: 5.19
Frontier orbital gap in eV: 8.315
Relative energy (zero: lowest compared OMol25 entry of this formula, charge and spin) in kcal per mole: 137.77
Energy in Ha: -308.0791

```
! RIJCOSX wB97M-V def2-TZVPD def2/J DEFGRID3
* xyz 0 1
C 1.636 2.054 -0.065
C 0.688 1.108 -0.230
C -0.668 1.138 0.515
C -1.217 -0.094 1.048
C -1.040 -1.399 0.221
C -1.380 -2.596 0.287
C 0.892 -0.244 -0.895
C 0.940 -1.221 -1.568
H 2.976 1.872 -0.269
H 1.472 2.971 0.414
H -1.251 2.240 0.746
H -1.702 0.010 2.034
H -2.161 -3.536 -0.242
H 0.817 -2.303 -1.995
*
```

These are the Löwdin partial charges, in e, on atoms 1 to 8: C 0.020; C -0.327; C -0.059; C -0.078; C -0.215; C 0.023; C -0.142; C 0.073

=====

Record 9
Below is a 2-piece molecular cluster, C3H4Br2N2O3 overall at a distorted geometry, with properties calculated with ωB97M-V/def2-TZVPD.

Strongest force on any atom in eV/Å: 5.28
Frontier orbital gap in eV: 9.299
Relative energy (zero: lowest compared OMol25 entry of this formula, charge and spin) in kcal per mole: 29.79
Energy in Ha: -5599.8433

```
! RIJCOSX wB97M-V def2-TZVPD def2/J DEFGRID3
* xyz 0 1
C -2.398 -1.359 0.074
C 1.211 1.083 0.445
C 2.101 0.328 -0.330
N -2.398 -2.554 -0.097
N 0.010 1.053 0.080
O -2.589 -0.289 0.508
O -0.980 1.707 0.802
O -0.400 0.526 -1.033
Br 3.965 0.875 -0.283
Br 1.865 -1.652 0.117
H 1.374 1.531 1.470
H 1.819 0.251 -1.306
H -1.741 1.356 0.420
H -1.839 -2.855 -0.867
*
```

These are the Löwdin partial charges, in e, on atoms 1 to 8: C -0.369; C -0.242; C -1.023; N 0.200; N -0.284; O 0.135; O 0.110; O -0.059

=====

Q: Which of these has the highest strongest force on any atom?
A: C5H28N2O8

=====

Q: What is the relative energy (zero: lowest compared OMol25 entry of this formula, charge and spin) in the second record?
A: 74.02 kcal per mole

=====

Q: Look up the energy of the second one.
A: -680.8643 Ha